1.
Here is C33H44ClNO2P2W as an isolated structure from the OMol25 dataset. Energies are from the ωB97M-V functional and the def2-TZVPD basis.

The geometry in XYZ format:
```
84
Properties=species:S:1:pos:R:3:forces:R:3:lowdin_charge:R:1
W 0.4880 -0.5351 -0.1904 0.0 -0.8 0.3 1.390
C 0.0019 2.7384 2.5543 0.0 0.0 0.0 -0.084
C 1.3166 2.8548 1.7877 0.1 0.0 0.0 -0.510
C 2.5030 3.0794 2.7347 -0.1 0.0 0.0 -0.077
P 1.6382 1.3312 0.8228 0.0 0.0 -0.3 0.995
C 3.0752 1.5279 -0.3329 0.0 0.1 0.2 -0.517
C 4.4491 1.0457 0.1199 0.0 0.0 0.0 -0.088
C 3.1007 2.9824 -0.8243 0.0 -0.1 0.0 -0.091
C 1.7216 -0.0590 1.9833 0.0 0.0 -0.1 -0.308
C 2.8850 -0.5903 2.5935 0.0 0.1 0.0 -0.027
C 2.8411 -1.7221 3.3671 0.0 0.0 0.0 -0.229
C 4.0569 -2.2464 4.0699 0.0 0.0 0.0 -0.019
C 1.6057 -2.4060 3.5156 0.0 0.0 0.0 0.015
C 0.4693 -1.9632 2.9101 -0.1 0.0 0.0 0.010
C 0.4981 -0.7692 2.1525 -0.1 -0.1 0.1 -0.341
N -0.5981 -0.3799 1.3456 0.2 0.1 -0.1 -0.170
C -1.8986 0.0956 1.5988 -0.1 0.0 -0.1 -0.293
C -2.5434 0.0480 2.8193 0.0 0.0 0.1 0.012
C -3.8182 0.5887 2.9175 0.0 0.0 -0.1 0.004
C -4.4537 1.1830 1.8260 0.0 0.0 0.0 -0.237
C -5.8202 1.7876 1.9756 0.0 0.0 0.0 -0.027
C -3.7762 1.2176 0.6053 -0.1 0.0 0.0 -0.017
C -2.5074 0.6753 0.4832 0.1 0.0 0.0 -0.283
P -1.4996 0.5869 -1.0261 -0.4 0.0 -0.1 1.026
C -1.5543 2.1951 -1.8992 0.0 0.0 0.1 -0.524
C -0.6712 2.1110 -3.1437 0.0 0.0 0.0 -0.089
C -1.1540 3.3553 -0.9958 0.0 0.0 0.0 -0.089
C -2.3385 -0.6337 -2.1415 0.0 0.1 0.0 -0.507
C -3.5904 -0.0716 -2.8156 0.0 0.0 0.0 -0.082
C -2.6817 -1.9109 -1.3677 0.0 0.1 0.0 -0.088
H -0.1743 3.6642 3.1028 0.0 0.0 0.0 0.102
H 0.0431 1.9272 3.2842 0.0 0.0 0.0 0.086
H -0.8458 2.5705 1.8924 0.0 0.0 0.0 0.054
H 1.2589 3.6803 1.0761 0.0 0.0 -0.1 0.102
H 2.5704 2.2707 3.4649 0.0 0.0 0.0 0.085
H 2.3500 4.0089 3.2839 0.0 0.0 0.0 0.100
H 3.4549 3.1563 2.2104 0.0 0.0 0.0 0.069
H 2.7492 0.9214 -1.1890 0.1 -0.1 0.0 0.086
H 4.8054 1.5882 0.9964 0.0 0.0 0.0 0.082
H 5.1622 1.2230 -0.6856 0.0 0.0 0.0 0.096
H 4.4511 -0.0212 0.3383 0.0 0.0 0.0 0.074
H 3.4271 3.6678 -0.0433 0.0 0.0 0.0 0.084
H 2.1289 3.3092 -1.1979 0.0 0.0 0.0 0.065
H 3.8126 3.0524 -1.6465 0.0 0.0 0.0 0.099
H 3.8165 -0.0526 2.4890 0.0 0.0 0.0 0.107
H 4.9457 -1.6633 3.8398 0.0 0.0 0.0 0.087
H 4.2402 -3.2840 3.7877 0.0 0.0 0.0 0.099
H 3.9047 -2.2280 5.1503 0.0 0.0 0.0 0.101
H 1.5795 -3.3049 4.1190 0.0 0.0 0.0 0.136
H -0.4701 -2.4938 2.9999 0.0 0.0 0.0 0.133
H -2.0645 -0.3977 3.6825 0.0 0.0 0.0 0.124
H -4.3327 0.5538 3.8696 0.0 0.0 0.0 0.132
H -6.4869 1.1131 2.5118 0.0 0.0 0.0 0.093
H -6.2671 2.0138 1.0094 0.0 0.0 0.0 0.084
H -5.7667 2.7157 2.5471 0.0 0.0 0.0 0.097
H -4.2515 1.6933 -0.2450 0.0 0.0 0.0 0.120
H -2.5989 2.3231 -2.1962 0.0 0.0 0.0 0.109
H 0.3722 1.9377 -2.8644 0.0 0.0 0.0 0.071
H -0.7180 3.0516 -3.6923 0.0 0.0 0.0 0.097
H -0.9780 1.3129 -3.8204 0.0 0.0 0.0 0.077
H -0.1140 3.2500 -0.6837 0.0 0.0 0.0 0.037
H -1.7804 3.4212 -0.1070 0.0 0.0 0.0 0.073
H -1.2430 4.2961 -1.5394 0.0 0.0 0.0 0.100
H -1.5900 -0.8578 -2.9061 0.0 0.0 0.0 0.094
H -4.3344 0.2324 -2.0773 0.0 0.0 0.0 0.078
H -4.0399 -0.8612 -3.4191 0.0 0.0 0.0 0.097
H -3.3857 0.7671 -3.4789 0.0 0.0 0.0 0.075
H -3.4944 -1.7184 -0.6654 0.0 0.0 0.0 0.089
H -1.8419 -2.3236 -0.8061 0.0 0.0 0.0 0.055
H -3.0203 -2.6770 -2.0655 0.0 0.0 0.0 0.097
Cl 1.0967 -6.7385 -5.8472 0.0 0.0 0.0 0.770
C 1.0139 -5.4917 -4.6784 0.0 0.0 0.0 -0.640
C 0.9680 -4.1642 -5.1012 0.0 0.0 0.0 -0.068
C 0.9027 -3.1613 -4.1596 0.0 0.0 0.0 0.014
C 0.8875 -3.4850 -2.7977 0.0 0.0 0.0 -0.149
C 0.9415 -4.8218 -2.3851 0.0 0.0 0.0 0.020
C 1.0030 -5.8260 -3.3249 0.0 0.0 0.0 -0.065
C 0.8123 -2.4431 -1.8111 0.0 0.0 0.1 -0.523
O 0.7453 -1.1779 -2.1340 -0.1 0.0 0.0 -0.181
O 0.7808 -2.6559 -0.5429 0.1 0.8 -0.2 -0.078
H 0.9843 -3.9402 -6.1582 0.0 0.0 0.0 0.119
H 0.8684 -2.1256 -4.4697 0.0 0.0 0.0 0.127
H 0.9321 -5.0581 -1.3297 0.0 0.0 0.0 0.130
H 1.0444 -6.8654 -3.0324 0.0 0.0 0.0 0.120
```
Forces are in eV/Å.

Its spin multiplicity is 1. As for the net charge: +2. Its LUMO energy (alpha / beta) is -6.5 / -6.5 eV. The energy relative to the best compared isomer or geometry (same formula, charge and spin) comes out at 0.0 kJ/mol. For the highest occupied orbital energy (alpha / beta), the calculation gives -13.690 / -13.691 eV. The value obtained for the largest force on an atom is 0.88 eV/A.


2.
Here is C33H45BN5O4P2Ru as an isolated structure at a distorted geometry from the OMol25 dataset. Energies are from the ωB97M-V functional and the def2-TZVPD basis.

The geometry in XYZ format:
```
91
Properties=species:S:1:pos:R:3:forces:R:3:lowdin_spin:R:1
Ru -0.3908 -0.0367 0.0190 -2.4 -1.1 0.2 0.805
C -1.6916 3.8164 2.8426 -0.1 -0.1 0.2 0.003
C -0.8647 2.6671 2.3703 0.8 0.2 -0.2 0.004
O -1.4106 2.0464 1.2597 -0.3 0.4 0.5 0.057
C 0.3434 2.3501 2.8657 -1.1 0.6 0.0 0.000
C 1.2548 1.2798 2.5790 0.6 -1.3 -0.6 -0.003
C 2.5671 1.2541 3.3182 -0.2 0.1 0.3 0.000
N 0.9841 0.2748 1.7851 -0.8 0.4 -0.6 0.004
N 1.8526 -0.7522 1.9106 1.3 -0.5 0.1 0.002
C 1.5041 -1.8955 1.3422 -1.1 0.6 -0.2 0.004
O 0.4344 -2.1155 0.6968 0.6 -0.4 -0.2 0.035
C 2.4486 -3.0196 1.5582 0.4 -0.5 0.2 0.002
C 3.7394 -2.8165 2.0507 -0.1 0.1 -0.1 0.000
C 4.5910 -3.8883 2.2546 0.1 -0.1 0.0 0.000
C 4.1681 -5.1843 1.9873 0.0 0.1 0.0 0.000
C 2.8857 -5.3956 1.4997 0.1 -0.1 0.0 0.000
C 2.0371 -4.3230 1.2817 -0.1 0.2 0.0 0.000
H -2.7500 3.5479 2.8314 0.0 0.0 0.0 0.000
H -1.5660 4.6832 2.1871 0.0 0.0 0.0 0.000
H -1.4075 4.1006 3.8543 0.0 0.1 0.0 0.001
H 0.6486 2.9903 3.6843 0.0 0.0 0.1 0.000
H 2.6686 2.1235 3.9663 0.0 0.0 0.0 0.000
H 3.3922 1.2444 2.6037 0.0 -0.1 0.0 0.000
H 2.6504 0.3411 3.9077 0.1 0.1 0.0 0.000
H 4.0595 -1.8068 2.2682 0.0 0.0 0.0 0.000
H 5.5952 -3.7142 2.6218 0.0 0.0 0.0 0.000
H 4.8312 -6.0209 2.1675 0.0 0.0 0.0 0.000
H 2.5503 -6.4044 1.2921 0.0 0.0 0.0 0.000
H 1.0358 -4.4803 0.9038 0.0 0.0 0.0 0.000
C -2.5465 -0.0361 -3.3016 0.2 0.3 0.3 -0.003
P -2.2420 -0.4108 -1.5319 1.3 -0.6 0.9 -0.009
C -2.4429 -2.2515 -1.6136 -0.2 0.2 -0.1 -0.003
C -3.7602 0.1541 -0.6848 -0.1 0.2 0.1 0.001
C -4.8050 0.7905 -1.3500 0.0 -0.1 0.0 0.000
C -5.8654 1.3403 -0.6463 0.0 0.0 0.0 0.000
C -5.8906 1.2678 0.7382 0.0 0.0 0.0 0.000
C -4.8585 0.6327 1.4129 0.0 -0.1 0.0 0.001
C -3.7940 0.0742 0.7160 0.0 0.0 0.0 0.001
P -2.3929 -0.7814 1.5255 0.7 0.9 -0.2 0.001
C -3.1994 -2.4136 1.8370 0.5 0.0 -0.2 0.000
C -2.3859 -0.2027 3.2686 -0.1 -0.1 -0.2 0.000
H -2.5641 1.0421 -3.4585 0.0 0.0 -0.1 0.000
H -3.4750 -0.4874 -3.6515 0.0 0.0 0.0 0.000
H -1.7133 -0.4474 -3.8717 0.0 0.0 0.0 0.000
H -3.4935 -2.5413 -1.6862 0.0 -0.1 -0.1 0.000
H -1.9841 -2.6932 -0.7313 0.0 0.0 0.0 0.000
H -1.9138 -2.6198 -2.4951 0.0 0.0 0.0 0.000
H -4.7916 0.8741 -2.4286 0.0 0.0 0.0 0.000
H -6.6666 1.8361 -1.1795 0.0 0.0 0.0 0.000
H -6.7103 1.7110 1.2895 0.0 0.0 0.0 0.000
H -4.8779 0.5922 2.4959 0.0 0.0 0.0 0.000
H -4.1327 -2.2517 2.3764 0.0 0.0 0.0 0.000
H -2.5251 -3.0207 2.4431 0.0 -0.1 0.0 0.000
H -3.4093 -2.9391 0.9076 0.0 0.0 0.0 0.000
H -3.2885 -0.5060 3.8011 0.0 0.0 0.0 0.000
H -2.2560 0.8728 3.3223 0.0 0.1 0.0 0.000
H -1.5210 -0.6691 3.7434 0.0 0.0 0.0 0.000
C 2.6157 1.4548 -1.1831 0.0 -0.1 -0.1 0.000
N 3.1390 0.1082 -1.3714 -0.2 -0.2 0.3 -0.001
C 4.1928 -0.2430 -0.4251 0.1 0.1 0.0 0.000
C 2.2357 -0.8597 -1.7567 0.2 0.2 -0.4 -0.002
N 0.9797 -0.5604 -1.8906 0.0 0.7 1.0 -0.003
N 2.7598 -2.0886 -2.0664 0.0 -0.1 0.2 -0.002
C 4.0918 -2.2654 -2.5998 0.0 0.0 -0.1 0.000
C 1.9088 -3.2598 -2.0946 0.0 0.1 0.0 0.000
H 3.4563 2.1338 -1.0355 0.0 0.0 0.0 0.000
H 1.9440 1.5097 -0.3180 0.1 0.0 0.0 0.001
H 2.0535 1.7575 -2.0632 0.0 0.0 0.0 0.000
H 3.9859 0.2110 0.5472 0.0 0.0 0.0 0.000
H 5.1617 0.1159 -0.7824 0.0 0.0 0.0 0.000
H 4.2386 -1.3180 -0.2750 0.0 0.0 0.0 0.000
H 0.4594 -1.2987 -2.3398 0.1 -0.1 -0.1 0.000
H 4.5917 -1.3049 -2.6896 0.0 -0.1 0.0 0.000
H 4.0320 -2.7150 -3.5970 0.0 0.0 0.0 0.000
H 4.6904 -2.9269 -1.9655 0.0 0.0 0.0 0.000
H 1.0499 -3.0944 -1.4461 0.0 -0.1 0.0 0.000
H 2.4706 -4.1076 -1.6984 0.0 0.0 0.0 0.000
H 1.5741 -3.5086 -3.1104 0.0 0.0 0.0 0.000
O 0.0358 3.4012 -0.1683 0.1 0.1 0.2 0.012
B -1.0549 2.5437 0.0435 0.4 -0.3 -1.1 0.059
O -1.9247 2.5761 -1.0678 -0.4 0.3 0.1 0.026
C -1.3455 3.4429 -1.9514 0.2 0.1 0.1 0.002
C -1.8098 3.8654 -3.1765 0.0 -0.1 0.1 0.002
C -1.0276 4.7939 -3.8632 0.0 0.0 -0.1 0.001
C 0.1674 5.2618 -3.3362 0.0 0.1 -0.1 0.001
C 0.6313 4.8326 -2.0929 0.0 -0.1 0.1 0.001
C -0.1532 3.9285 -1.4156 -0.2 0.0 -0.2 0.001
H -2.7505 3.5056 -3.5723 0.0 0.0 0.0 0.000
H -1.3659 5.1569 -4.8248 0.0 0.0 0.0 0.000
H 0.7469 5.9855 -3.8942 0.0 0.0 0.0 0.000
H 1.5652 5.1840 -1.6754 0.0 0.0 0.0 0.000
```
Forces are in eV/Å.

Its spin multiplicity is 2. As for the net charge: 0. Its LUMO energy (alpha / beta) is 0.5 / 0.5 eV. The energy relative to the best compared isomer or geometry (same formula, charge and spin) comes out at 220.8 kJ/mol. For the highest occupied orbital energy (alpha / beta), the calculation gives -6.016 / -6.065 eV. The value obtained for the largest force on an atom is 2.68 eV/A.